[1]
A molecular structure, C47H48N10O2S4SiY in a non-equilibrium geometry, computed with ωB97M-V with the def2-TZVPD basis set.

Properties
Net charge   -1
LUMO level   2.271 eV
Highest occupied orbital energy   -4.23 eV
Gap between HOMO and LUMO   6.50 eV
E   -4438.60638 a.u.

Each line ends with the Löwdin charge.
Atoms and positions in Å:
Y -19.62 -11.72 -5.60  1.09
C -20.05 -8.64 -6.91  -0.06
N -20.99 -9.63 -6.24  -0.21
C -21.93 -10.09 -7.31  -0.18
C -22.79 -11.25 -6.88  -0.20
N -22.00 -12.45 -6.72  -0.21
C -21.73 -13.12 -8.05  -0.04
C -22.63 -13.40 -5.87  -0.34
C -24.03 -13.43 -5.72  -0.03
C -24.62 -14.37 -4.83  -0.11
C -23.84 -15.17 -4.01  -0.11
C -22.46 -15.17 -4.24  -0.14
C -21.86 -14.27 -5.11  -0.65
S -20.10 -14.41 -5.32  0.54
C -21.82 -9.03 -5.19  -0.29
C -22.39 -7.77 -5.48  -0.06
C -23.32 -7.21 -4.66  -0.10
C -23.72 -7.89 -3.49  -0.08
C -23.16 -9.14 -3.27  -0.13
C -22.17 -9.76 -4.03  -0.64
S -21.41 -11.26 -3.50  0.61
H -20.55 -8.13 -7.72  0.07
H -19.34 -9.28 -7.36  0.03
H -19.67 -7.90 -6.19  0.09
H -21.32 -10.32 -8.22  0.09
H -22.58 -9.27 -7.66  0.13
H -23.59 -11.40 -7.65  0.14
H -23.28 -11.05 -5.95  0.10
H -22.72 -13.38 -8.51  0.11
H -21.16 -14.01 -7.95  0.06
H -21.21 -12.46 -8.69  0.04
H -24.69 -12.84 -6.35  0.10
H -25.71 -14.36 -4.79  0.09
H -24.22 -15.92 -3.29  0.10
H -21.77 -15.79 -3.62  0.10
H -22.21 -7.26 -6.39  0.10
H -23.74 -6.23 -4.90  0.10
H -24.32 -7.42 -2.78  0.08
H -23.38 -9.64 -2.31  0.10
N -12.71 -11.71 -10.82  0.08
C -13.98 -11.86 -10.31  -0.34
C -14.25 -11.69 -8.94  -0.02
C -15.55 -11.72 -8.45  -0.11
C -16.57 -11.98 -9.32  -0.26
C -16.30 -12.31 -10.66  -0.09
C -15.02 -12.27 -11.12  -0.05
S -18.31 -12.14 -8.84  0.59
O -18.75 -13.34 -9.49  -0.29
O -18.27 -12.23 -7.37  -0.50
N -19.15 -10.87 -9.08  -0.12
C -19.37 -10.34 -10.32  -0.42
N -20.28 -9.34 -10.26  0.11
C -20.45 -8.65 -11.37  -0.15
C -19.97 -9.05 -12.62  -0.08
C -19.09 -10.12 -12.59  -0.14
N -18.73 -10.75 -11.47  0.12
H -11.91 -11.41 -10.26  0.09
H -12.59 -11.42 -11.80  0.09
H -13.42 -11.58 -8.22  0.12
H -15.70 -11.65 -7.39  0.05
H -17.21 -12.55 -11.28  0.11
H -14.79 -12.49 -12.19  0.12
H -21.07 -7.74 -11.30  0.11
H -20.11 -8.52 -13.54  0.08
H -18.77 -10.55 -13.53  0.10
C -19.25 -6.63 -2.82  0.00
C -18.15 -6.93 -3.76  -0.33
N -17.15 -6.17 -4.11  0.09
N -16.41 -6.87 -4.94  0.00
C -16.90 -8.13 -5.20  -0.82
S -16.28 -9.26 -6.25  0.65
N -18.03 -8.10 -4.47  -0.09
N -18.76 -9.31 -4.28  0.08
H -19.06 -5.61 -2.43  0.09
H -19.44 -7.31 -1.98  0.08
H -20.21 -6.60 -3.39  0.09
H -15.52 -6.55 -5.30  0.15
H -18.40 -9.75 -3.44  0.02
H -19.76 -9.08 -4.05  0.07
C -16.58 -8.54 -0.85  -0.12
C -17.66 -9.35 -0.49  -0.11
C -17.91 -10.48 -1.21  -0.11
C -17.06 -10.85 -2.29  -0.32
C -15.91 -10.10 -2.55  -0.12
C -15.71 -8.89 -1.87  -0.11
Si -17.68 -12.33 -3.36  0.65
C -16.07 -13.14 -4.08  -0.27
C -16.11 -13.84 -5.30  -0.12
C -14.95 -14.25 -5.96  -0.11
C -13.71 -14.10 -5.37  -0.12
C -13.63 -13.52 -4.12  -0.11
C -14.78 -13.03 -3.48  -0.13
C -18.23 -13.51 -2.02  -0.31
C -17.31 -14.08 -1.13  -0.10
C -17.67 -14.94 -0.07  -0.09
C -19.01 -15.31 0.10  -0.10
C -19.98 -14.73 -0.75  -0.09
C -19.61 -13.84 -1.77  -0.12
H -16.46 -7.59 -0.27  0.11
H -18.31 -9.10 0.35  0.10
H -18.81 -11.06 -1.04  0.10
H -15.19 -10.40 -3.35  0.10
H -14.85 -8.30 -2.07  0.09
H -17.10 -13.99 -5.81  0.08
H -15.02 -14.75 -6.95  0.11
H -12.86 -14.48 -5.90  0.08
H -12.66 -13.41 -3.59  0.10
H -14.66 -12.52 -2.49  0.10
H -16.23 -13.88 -1.21  0.09
H -16.93 -15.25 0.61  0.07
H -19.32 -15.97 0.87  0.07
H -20.99 -14.94 -0.48  0.09
H -20.37 -13.28 -2.29  0.01

***

[2]
A molecular structure, C47H49GaN2O7, computed with ωB97M-V with the def2-TZVPD basis set.

Properties
Net charge   -2
LUMO level   4.413 eV
Highest occupied orbital energy   -1.51 eV
Gap between HOMO and LUMO   5.92 eV
E   -4381.53022 a.u.

Each line ends with the natural charge from an NBO analysis.
Atoms and positions in Å:
Ga -0.72 -0.73 -1.09  1.99
C 0.39 -4.79 -2.18  -0.68
C 0.21 -3.28 -2.31  0.51
O -0.55 -2.75 -1.45  -0.76
C 0.83 -2.67 -3.39  -0.52
C 0.69 -1.30 -3.76  0.31
C 1.27 -0.84 -5.07  -0.66
N 0.05 -0.46 -3.01  -0.43
N -0.15 0.81 -3.51  -0.43
C -0.57 1.61 -2.57  0.53
O -0.68 1.33 -1.32  -0.82
C -0.91 3.00 -2.99  0.02
C -0.90 4.02 -2.04  -0.22
C -1.18 5.33 -2.41  -0.22
C -1.51 5.63 -3.72  -0.25
C -1.57 4.61 -4.66  -0.23
C -1.27 3.30 -4.30  -0.21
H -0.06 -5.12 -1.24  0.22
H 1.45 -5.06 -2.18  0.20
H -0.10 -5.30 -3.01  0.20
H 1.43 -3.30 -4.04  0.19
H 2.04 -0.10 -4.89  0.23
H 0.49 -0.36 -5.67  0.23
H 1.70 -1.68 -5.62  0.19
H -0.67 3.77 -1.01  0.23
H -1.16 6.12 -1.66  0.19
H -1.72 6.65 -4.02  0.19
H -1.86 4.84 -5.68  0.19
H -1.31 2.50 -5.02  0.23
C 1.36 3.87 2.27  -0.65
C 1.71 2.41 2.61  0.55
C 2.58 2.35 3.86  -0.64
O 2.36 1.80 1.52  -0.58
C 1.43 0.98 0.78  0.11
C 0.12 1.10 1.61  0.03
O 0.54 1.68 2.85  -0.56
C -0.99 0.01 1.87  0.27
O -1.38 -0.62 0.73  -0.94
C -2.20 0.91 2.32  -0.03
C -3.00 1.43 1.30  -0.21
C -4.03 2.30 1.58  -0.21
C -4.31 2.66 2.89  -0.25
C -3.54 2.13 3.92  -0.25
C -2.49 1.26 3.63  -0.16
C -0.78 -1.01 3.01  0.08
C -0.06 -0.81 4.18  -0.26
C -0.10 -1.74 5.21  -0.22
C -0.85 -2.90 5.09  -0.25
C -1.55 -3.12 3.91  -0.23
C -1.51 -2.19 2.89  -0.22
C 2.04 -0.37 0.29  0.24
O 1.11 -1.05 -0.44  -0.93
C 2.61 -1.27 1.40  -0.04
C 2.05 -2.52 1.61  -0.21
C 2.59 -3.39 2.55  -0.21
C 3.69 -3.01 3.30  -0.25
C 4.28 -1.77 3.07  -0.25
C 3.76 -0.92 2.11  -0.17
C 3.21 -0.08 -0.68  0.00
C 3.69 -1.17 -1.40  -0.13
C 4.67 -1.03 -2.36  -0.25
C 5.20 0.23 -2.64  -0.25
C 4.72 1.33 -1.94  -0.21
C 3.74 1.17 -0.97  -0.24
H 2.27 4.43 2.07  0.20
H 0.82 4.32 3.10  0.20
H 0.73 3.89 1.38  0.22
H 3.45 3.01 3.75  0.20
H 2.93 1.33 4.00  0.23
H 1.99 2.66 4.72  0.21
H 1.22 1.49 -0.16  0.21
H -0.44 1.86 1.06  0.20
H -2.77 1.13 0.28  0.27
H -4.63 2.71 0.77  0.20
H -5.12 3.35 3.12  0.19
H -3.75 2.40 4.95  0.19
H -1.89 0.87 4.44  0.21
H 0.55 0.07 4.30  0.23
H 0.47 -1.56 6.12  0.19
H -0.88 -3.63 5.90  0.19
H -2.13 -4.03 3.80  0.19
H -2.04 -2.36 1.96  0.26
H 1.19 -2.80 1.01  0.26
H 2.13 -4.36 2.72  0.20
H 4.09 -3.66 4.07  0.19
H 5.16 -1.47 3.64  0.19
H 4.24 0.03 1.90  0.21
H 3.24 -2.14 -1.21  0.23
H 5.03 -1.90 -2.90  0.19
H 5.97 0.34 -3.39  0.19
H 5.11 2.31 -2.17  0.19
H 3.40 2.05 -0.43  0.23
C -3.40 -2.52 -3.06  -0.64
C -3.55 -1.52 -1.90  0.29
C -4.82 -0.68 -2.14  -0.62
C -3.72 -2.30 -0.58  -0.65
O -2.47 -0.67 -1.84  -0.97
H -4.27 -3.18 -3.15  0.17
H -2.50 -3.12 -2.90  0.22
H -3.27 -1.96 -4.00  0.20
H -5.71 -1.31 -2.15  0.17
H -4.74 -0.15 -3.09  0.20
H -4.91 0.06 -1.34  0.20
H -4.62 -2.94 -0.58  0.17
H -3.79 -1.58 0.24  0.22
H -2.83 -2.91 -0.42  0.22